# C30H29BClF5N7O7SSn

A molecular structure, C30H29BClF5N7O7SSn (ωB97M-V/def2-TZVPD, OMol25).

The value obtained for the gap between HOMO and LUMO is 0.13452 Ha. The energy above the lowest of the compared OMol25 structures with the same formula, charge and spin comes out at 2.204 eV.

Structure (ORCA input):
```
! wB97M-V def2-TZVPD RIJCOSX def2/J DEFGRID3
* xyz -1 1
Sn -3.17 1.82 -1.64
N -7.17 1.49 0.94
C -5.96 1.88 0.40
S -5.85 1.83 -1.33
N -5.09 2.29 1.28
N -3.89 2.60 0.70
C -2.99 3.13 1.43
C -3.15 3.42 2.89
C -3.47 2.42 3.80
C -3.58 2.71 5.15
C -3.39 4.01 5.60
C -3.08 5.02 4.70
C -2.95 4.72 3.35
C -1.71 3.46 0.76
C -0.53 3.65 1.46
C 0.62 3.94 0.75
C 0.56 4.04 -0.63
C -0.66 3.81 -1.26
N -1.76 3.53 -0.58
H -7.73 0.90 0.35
H -7.15 1.28 1.92
H -3.61 1.40 3.45
H -3.82 1.92 5.85
H -3.50 4.24 6.66
H -2.94 6.04 5.04
H -2.70 5.50 2.64
H -0.51 3.56 2.54
H 1.56 4.09 1.27
H 1.44 4.27 -1.23
H -0.76 3.86 -2.34
O -3.37 -1.57 2.07
Cl -2.61 -1.05 0.97
O -1.99 -2.14 0.25
O -1.57 -0.17 1.48
O -3.49 -0.31 0.08
F 3.16 -0.14 1.37
C 2.60 -0.81 0.33
C 1.53 -0.28 -0.34
C 1.01 -0.97 -1.43
C -0.17 -0.36 -2.09
O -0.40 0.82 -1.86
C -0.92 -1.27 -2.96
C -0.28 -2.38 -3.36
N 0.95 -2.83 -2.92
C 1.57 -3.84 -3.76
C 3.04 -4.00 -3.95
C 2.23 -5.10 -3.29
C 1.55 -2.19 -1.86
C 2.62 -2.72 -1.12
C 3.13 -2.04 -0.03
N 4.16 -2.66 0.74
C 4.21 -2.47 2.18
C 4.91 -3.74 2.77
N 5.05 -4.68 1.62
C 6.06 -4.16 0.65
C 5.50 -2.78 0.19
C -2.36 -1.09 -3.50
O -2.74 -1.99 -4.25
O -3.00 -0.06 -3.13
H 1.07 0.65 -0.04
H -0.80 -3.03 -4.06
H 0.98 -3.95 -4.66
H 3.70 -3.40 -3.34
H 3.40 -4.16 -4.96
H 2.33 -5.28 -2.23
H 2.03 -5.99 -3.86
H 3.01 -3.70 -1.33
H 3.20 -2.36 2.57
H 4.79 -1.58 2.47
H 4.33 -4.23 3.55
H 5.91 -3.52 3.16
H 4.17 -4.47 1.09
H 5.16 -5.66 1.87
H 6.14 -4.88 -0.16
H 7.02 -4.07 1.15
H 5.45 -2.72 -0.89
H 6.15 -1.98 0.55
F -3.15 4.00 -3.25
B -2.29 4.91 -3.95
F -1.96 5.97 -3.08
F -2.94 5.39 -5.08
F -1.11 4.21 -4.29
*
```

Atom charges from the Löwdin analysis, given in e for atoms 1 to 8:
1. Sn 1.38
2. N 0.05
3. C -0.88
4. S 0.52
5. N 0.01
6. N -0.04
7. C -0.20
8. C -0.18

***

# C16H15BrN2O2Pt

A molecular structure, C16H15BrN2O2Pt (ωB97M-V/def2-TZVPD, OMol25).

The value obtained for the gap between HOMO and LUMO (alpha / beta) is 0.26044 / 0.25146 Ha.

Structure (ORCA input):
```
! wB97M-V def2-TZVPD RIJCOSX def2/J DEFGRID3
* xyz 0 3
Pt -0.55 0.95 -2.18
O -3.47 -1.03 -2.67
C -4.16 -1.43 -1.56
C -5.20 -2.34 -1.74
C -5.94 -2.78 -0.64
C -5.62 -2.32 0.63
C -4.57 -1.41 0.81
C -3.82 -0.94 -0.29
C -2.67 0.04 -0.02
O -2.37 0.78 -1.05
N -1.42 -0.66 0.11
N -0.41 0.13 -0.38
C 0.24 0.69 0.59
C 1.61 1.03 0.26
Br 1.85 0.45 -1.47
C 2.50 1.42 1.19
C 3.95 1.45 0.98
C 4.55 2.33 0.08
C 5.94 2.31 -0.10
C 6.73 1.40 0.62
C 6.13 0.53 1.52
C 4.75 0.55 1.70
H -2.84 -0.35 -2.29
H -5.44 -2.68 -2.74
H -6.75 -3.48 -0.78
H -6.18 -2.66 1.50
H -4.32 -1.06 1.81
H -2.89 0.52 0.94
H -1.31 -0.99 1.06
H -0.07 0.73 1.65
H 2.17 1.61 2.20
H 3.95 3.03 -0.49
H 6.40 2.99 -0.81
H 7.80 1.38 0.47
H 6.74 -0.19 2.07
H 4.29 -0.16 2.40
H 0.38 0.14 -3.38
*
```

Atom charges from the Löwdin analysis, given in e for atoms 1 to 8:
1. Pt 0.79
2. O 0.02
3. C -0.26
4. C -0.02
5. C -0.09
6. C -0.11
7. C -0.05
8. C -0.08

***

# C3H7NO2

A single C3H7NO2 molecule (ωB97M-V/def2-TZVPD, OMol25).

As for the SMILES: CNCC(=O)O. The value obtained for the gap between HOMO and LUMO is 0.36417 Ha. The energy above the lowest of the compared OMol25 structures with the same formula, charge and spin comes out at 2.200 eV.

Structure (ORCA input):
```
! wB97M-V def2-TZVPD RIJCOSX def2/J DEFGRID3
* xyz 0 1
C 1.95 0.12 -0.18
N 0.63 0.69 0.19
C -0.36 -0.34 -0.41
C -1.74 -0.31 0.24
O -2.57 -1.10 -0.09
O -2.12 0.68 1.05
H 2.68 0.68 0.40
H 2.31 -0.04 -1.29
H 2.05 -0.98 0.26
H 0.39 1.66 -0.03
H 0.04 -1.32 -0.27
H -0.29 -0.06 -1.37
H -2.98 0.31 1.48
*
```

Atom charges from the Löwdin analysis, given in e for atoms 1 to 8:
1. C -0.18
2. N -0.11
3. C -0.09
4. C -0.53
5. O 0.09
6. O 0.09
7. H 0.06
8. H 0.10

***

# C19H24N4O2S

A single C19H24N4O2S molecule (ωB97M-V/def2-TZVPD, OMol25).

As for the SMILES: CCCCCn1c(SCc2cccc(C)c2)nc2c1c(=O)[nH]c(=O)n2C. The value obtained for the gap between HOMO and LUMO is 0.31174 Ha. The energy above the lowest of the compared OMol25 structures with the same formula, charge and spin comes out at 0.000 eV.

Structure (ORCA input):
```
! wB97M-V def2-TZVPD RIJCOSX def2/J DEFGRID3
* xyz 0 1
C -1.00 0.99 6.05
C -0.55 0.54 4.66
C -0.80 1.62 3.61
C -0.34 1.17 2.22
C -0.60 2.26 1.18
N -0.18 1.83 -0.13
C -0.86 1.04 -1.00
S -2.46 0.47 -0.67
C -2.65 -0.67 -2.08
C -1.64 -1.78 -2.03
C -0.80 -2.01 -3.11
C 0.14 -3.02 -3.04
C 0.24 -3.81 -1.91
C -0.60 -3.59 -0.82
C -0.47 -4.43 0.42
C -1.53 -2.57 -0.90
N -0.18 0.77 -2.10
C 1.01 1.39 -1.93
C 1.05 2.06 -0.72
C 2.18 2.82 -0.31
O 2.34 3.47 0.71
N 3.18 2.74 -1.28
C 3.19 2.08 -2.50
O 4.16 2.11 -3.22
N 2.05 1.38 -2.81
C 1.95 0.64 -4.05
H -0.82 0.21 6.78
H -0.47 1.89 6.35
H -2.07 1.22 6.04
H -1.09 -0.37 4.38
H 0.51 0.30 4.69
H -0.26 2.52 3.89
H -1.86 1.86 3.58
H 0.73 0.94 2.24
H -0.88 0.26 1.93
H -1.66 2.50 1.14
H -0.03 3.15 1.43
H -3.67 -1.05 -1.98
H -2.55 -0.08 -2.99
H -0.87 -1.39 -3.99
H 0.80 -3.21 -3.88
H 0.98 -4.60 -1.86
H 0.36 -4.07 1.03
H -0.27 -5.47 0.16
H -1.38 -4.38 1.01
H -2.19 -2.39 -0.06
H 4.03 3.25 -1.08
H 1.17 1.07 -4.68
H 2.92 0.71 -4.55
H 1.70 -0.39 -3.83
*
```

Atom charges from the Löwdin analysis, given in e for atoms 1 to 8:
1. C -0.12
2. C -0.28
3. C -0.23
4. C -0.18
5. C -0.15
6. N -0.02
7. C -0.58
8. S 1.00

***

# C8H9BrO2

2 unconnected molecules or ions with the total composition C8H9BrO2 (ωB97M-V/def2-TZVPD, OMol25).

The value obtained for the gap between HOMO and LUMO is 0.36049 Ha. The energy above the lowest of the compared OMol25 structures with the same formula, charge and spin comes out at 2.652 eV.

Structure (ORCA input):
```
! wB97M-V def2-TZVPD RIJCOSX def2/J DEFGRID3
* xyz 0 1
C 3.00 1.31 0.04
C 2.75 0.28 -0.83
C 1.94 1.98 0.73
C 1.40 -0.17 -0.99
C 0.63 1.50 0.62
C 0.46 0.47 -0.22
C -2.81 -2.03 0.89
C -1.56 -0.32 -0.21
O -1.85 -0.88 -1.54
O -1.56 -1.26 0.70
Br -2.86 1.22 0.08
H 4.02 1.40 0.46
H 3.52 -0.36 -1.22
H 2.22 2.66 1.54
H 1.11 -0.75 -1.87
H -0.18 2.09 1.09
H -2.94 -2.02 1.88
H -2.63 -3.07 0.57
H -3.50 -1.52 0.35
H -1.16 -0.53 -2.09
*
```

Atom charges from the Löwdin analysis, given in e for atoms 1 to 8:
1. C -0.10
2. C -0.09
3. C -0.07
4. C -0.06
5. C -0.11
6. C -0.06
7. C 0.01
8. C -0.71

***

# C5H4Br2O

A single C5H4Br2O molecule (ωB97M-V/def2-TZVPD, OMol25).

The value obtained for the gap between HOMO and LUMO is 0.25224 Ha. The energy above the lowest of the compared OMol25 structures with the same formula, charge and spin comes out at 4.767 eV.

Structure (ORCA input):
```
! wB97M-V def2-TZVPD RIJCOSX def2/J DEFGRID3
* xyz 0 1
C 0.90 1.94 1.09
C -0.04 -1.00 -1.87
C 0.67 1.34 -0.06
C 1.09 -1.62 -1.19
C 2.21 -1.69 -1.86
O 3.27 -1.66 -2.33
Br -0.93 0.21 -0.31
Br 0.75 -2.48 0.45
H 0.33 2.16 2.08
H 1.82 2.37 1.31
H -0.66 -1.75 -2.18
H 0.27 -0.37 -2.64
*
```

Atom charges from the Löwdin analysis, given in e for atoms 1 to 8:
1. C -0.24
2. C -0.32
3. C -0.49
4. C -0.81
5. C -0.21
6. O 0.23
7. Br 0.89
8. Br 0.76

***

What did the fourth record say?
# C19H24N4O2S

A single C19H24N4O2S molecule (ωB97M-V/def2-TZVPD, OMol25).

As for the SMILES: CCCCCn1c(SCc2cccc(C)c2)nc2c1c(=O)[nH]c(=O)n2C. The value obtained for the gap between HOMO and LUMO is 0.31174 Ha. The energy above the lowest of the compared OMol25 structures with the same formula, charge and spin comes out at 0.000 eV.

Structure (ORCA input):
```
! wB97M-V def2-TZVPD RIJCOSX def2/J DEFGRID3
* xyz 0 1
C -1.00 0.99 6.05
C -0.55 0.54 4.66
C -0.80 1.62 3.61
C -0.34 1.17 2.22
C -0.60 2.26 1.18
N -0.18 1.83 -0.13
C -0.86 1.04 -1.00
S -2.46 0.47 -0.67
C -2.65 -0.67 -2.08
C -1.64 -1.78 -2.03
C -0.80 -2.01 -3.11
C 0.14 -3.02 -3.04
C 0.24 -3.81 -1.91
C -0.60 -3.59 -0.82
C -0.47 -4.43 0.42
C -1.53 -2.57 -0.90
N -0.18 0.77 -2.10
C 1.01 1.39 -1.93
C 1.05 2.06 -0.72
C 2.18 2.82 -0.31
O 2.34 3.47 0.71
N 3.18 2.74 -1.28
C 3.19 2.08 -2.50
O 4.16 2.11 -3.22
N 2.05 1.38 -2.81
C 1.95 0.64 -4.05
H -0.82 0.21 6.78
H -0.47 1.89 6.35
H -2.07 1.22 6.04
H -1.09 -0.37 4.38
H 0.51 0.30 4.69
H -0.26 2.52 3.89
H -1.86 1.86 3.58
H 0.73 0.94 2.24
H -0.88 0.26 1.93
H -1.66 2.50 1.14
H -0.03 3.15 1.43
H -3.67 -1.05 -1.98
H -2.55 -0.08 -2.99
H -0.87 -1.39 -3.99
H 0.80 -3.21 -3.88
H 0.98 -4.60 -1.86
H 0.36 -4.07 1.03
H -0.27 -5.47 0.16
H -1.38 -4.38 1.01
H -2.19 -2.39 -0.06
H 4.03 3.25 -1.08
H 1.17 1.07 -4.68
H 2.92 0.71 -4.55
H 1.70 -0.39 -3.83
*
```

Atom charges from the Löwdin analysis, given in e for atoms 1 to 8:
1. C -0.12
2. C -0.28
3. C -0.23
4. C -0.18
5. C -0.15
6. N -0.02
7. C -0.58
8. S 1.00